This record from the Open Molecules 2025 dataset describes C25H32N2O5S in the gas phase at a distorted geometry. The level of theory is wB97M-V/def2-TZVPD.

## Properties
SMILES: Cc1ccc(S(=O)(=O)N2CCN(C(=O)COC(=O)c3ccc(C(C)(C)C)cc3)CC2)c(C)c1
LUMO: 0.0223 hartree
strongest force on any atom: 0.0228 Eh/bohr
molar mass: 472.6 g/mol
frontier orbital gap: 0.3539 Eh
total energy: -50498.327 eV
E_HOMO: -9.0221 eV

ORCA input file:
```
! wB97M-V def2-TZVPD RIJCOSX def2/J DEFGRID3
* xyz 0 1
C 1.07738 4.71301 1.51943
C 0.43214 3.36220 1.56195
C -0.34756 2.98778 2.65007
C -0.97736 1.75093 2.71592
C -0.80826 0.88375 1.64269
C -0.04577 1.23819 0.54692
C 0.57857 2.47064 0.50579
H 1.18162 2.73589 -0.34934
H 0.04444 0.53573 -0.26445
S -1.57221 -0.73398 1.62501
O -2.97697 -0.62773 1.89466
O -1.15990 -1.40310 0.42371
N -0.85269 -1.43033 2.99152
C -1.69696 -2.35561 3.71528
C -1.96631 -3.62467 2.89536
N -0.84699 -3.90422 2.00661
C -1.14223 -4.45623 0.80892
O -2.27186 -4.80904 0.53630
C -0.01570 -4.67989 -0.21337
H -0.34153 -5.49677 -0.86326
O 0.11375 -3.54447 -1.05411
C 1.09354 -2.67693 -0.81090
O 1.96439 -2.85789 0.01597
C 1.02089 -1.48298 -1.67558
C -0.10977 -1.19746 -2.43588
C -0.17019 -0.02491 -3.15981
C 0.88057 0.89358 -3.15999
C 2.01287 0.58369 -2.41287
C 2.08213 -0.58346 -1.67567
H 2.95679 -0.81046 -1.08420
H 2.85706 1.25348 -2.38889
C 0.74325 2.18133 -3.95576
C 1.96855 3.09105 -3.82900
H 1.81058 3.99390 -4.41545
H 2.86279 2.60014 -4.20560
H 2.13313 3.38875 -2.79589
C 0.55818 1.83321 -5.43952
H 1.41585 1.27166 -5.80387
H 0.46560 2.74316 -6.02859
H -0.33329 1.23321 -5.59725
C -0.48224 2.95336 -3.44465
H -0.38224 3.16484 -2.38193
H -1.39720 2.38698 -3.59029
H -0.57775 3.89654 -3.97866
H -1.06303 0.17990 -3.73036
H -0.94035 -1.88323 -2.42428
H 0.94648 -4.92364 0.24636
C 0.43176 -3.49306 2.53056
H 0.57289 -3.99518 3.49617
C 0.46512 -1.96372 2.72441
H 0.83609 -1.48023 1.82042
H 1.13105 -1.70772 3.55626
H 1.24687 -3.76994 1.86704
H -2.13943 -4.48321 3.55664
H -2.84846 -3.48713 2.26555
H -2.63746 -1.84510 3.92039
H -1.19951 -2.58657 4.66223
C -1.80012 1.36378 3.89954
H -2.01508 2.22940 4.52120
H -1.26588 0.62409 4.49397
H -2.72996 0.90935 3.56749
H -0.46804 3.67966 3.47185
H 0.38176 5.44063 1.10074
H 1.34951 5.04606 2.51789
H 1.96674 4.69902 0.89460
*
```

This record from the Open Molecules 2025 dataset describes a molecular structure, C25H32N3O2S5Zr at a distorted geometry. The level of theory is wB97M-V/def2-TZVPD.

## Properties
LUMO: -0.1056 hartree
strongest force on any atom: 0.0688 Eh/bohr
molar mass: 658.1 g/mol
frontier orbital gap: 0.2805 Eh
total energy: -90464.974 eV
E_HOMO: -10.5084 eV

ORCA input file:
```
! wB97M-V def2-TZVPD RIJCOSX def2/J DEFGRID3
* xyz 1 1
Zr -0.63735 0.50105 -0.97958
C -1.76935 -2.14657 3.21004
C -1.76578 -3.19691 2.09544
S -1.34859 -2.41896 0.49615
C -1.54594 -3.83456 -0.63405
C -1.16978 -3.41908 -2.05980
S 0.11126 -2.12024 -2.17811
C 1.48762 -3.02758 -1.37884
C 2.45537 -2.10903 -0.65522
S 1.70352 -1.08993 0.64459
C 1.60751 -2.34009 1.97682
C 1.06009 -1.73508 3.26439
S -0.50778 -0.83259 3.08335
H -1.64973 -2.62398 4.18183
H -2.71017 -1.59510 3.21548
H -2.74968 -3.65755 2.00767
H -1.03187 -3.97805 2.30076
H -2.58235 -4.17010 -0.60634
H -0.91108 -4.64455 -0.27289
H -2.02299 -2.98829 -2.57542
H -0.81120 -4.27486 -2.62913
H 2.01264 -3.55769 -2.17328
H 1.05241 -3.75509 -0.69576
H 2.89764 -1.40329 -1.34713
H 3.25849 -2.68922 -0.20109
H 2.62279 -2.69897 2.15095
H 0.99473 -3.16820 1.62380
H 1.75713 -0.98719 3.64274
H 0.92600 -2.50015 4.02884
C -3.52674 3.21428 -2.16322
C -2.20818 2.86489 -1.54580
O -1.57725 1.84494 -2.06815
C -1.69010 3.63275 -0.52521
C -0.35844 3.46253 -0.05840
C 0.44814 4.64247 0.37634
N 0.19073 2.27232 -0.15632
N 1.58657 2.21799 -0.13996
C 2.03141 1.33155 -0.96773
O 1.21189 0.53881 -1.65537
C 3.48933 1.22162 -1.16188
C 4.37193 1.70598 -0.19977
C 5.73672 1.60528 -0.40323
C 6.23033 1.02762 -1.56578
C 5.35481 0.55674 -2.53384
C 3.98765 0.65271 -2.33340
H -4.12916 2.30935 -2.25460
H -3.37584 3.61005 -3.16908
H -4.05659 3.95265 -1.56695
H -2.22755 4.52177 -0.23122
H -0.19364 5.48527 0.61862
H 1.11437 4.92946 -0.43937
H 1.07625 4.37910 1.22590
H 3.97672 2.14689 0.70491
H 6.42002 1.97891 0.34795
H 7.29831 0.95062 -1.72158
H 5.73824 0.11865 -3.44588
H 3.29123 0.31185 -3.09001
S -2.94137 -0.64989 -1.70705
C -3.31140 0.13465 -0.22758
C -4.61668 0.25145 0.27777
C -4.82824 0.93932 1.44670
C -3.74384 1.52799 2.11174
C -2.49244 1.37658 1.58030
N -2.25972 0.67026 0.45292
H -5.42123 -0.20786 -0.27884
H -5.82781 1.03602 1.85069
H -3.87994 2.09102 3.02341
H -1.62206 1.80526 2.05678
*
```

This record from the Open Molecules 2025 dataset describes C25H32N4O3S2 in the gas phase at a distorted geometry. The level of theory is wB97M-V/def2-TZVPD.

## Properties
SMILES: CC1(C)Cc2c(sc(NC(=O)c3ccc(S(=O)(=O)N4CCCCCC4)cc3)c2C#N)C(C)(C)N1
LUMO: -0.0020 hartree
strongest force on any atom: 0.0262 Eh/bohr
molar mass: 500.7 g/mol
frontier orbital gap: 0.3187 Eh
total energy: -60218.280 eV
E_HOMO: -8.7256 eV

ORCA input file:
```
! wB97M-V def2-TZVPD RIJCOSX def2/J DEFGRID3
* xyz 0 1
C 3.76100 0.37743 1.61566
H 3.62284 1.42935 1.38090
H 3.90482 -0.17550 0.69138
H 4.65703 0.27372 2.22332
C 2.54058 -0.16632 2.36356
N 2.71080 -1.60807 2.44895
H 3.60835 -1.83893 2.85674
C 1.67407 -2.46041 3.01985
C 0.34238 -1.81750 2.79678
C 0.13524 -0.66396 2.11801
C -1.24450 -0.29180 2.05766
C -2.06582 -1.20745 2.67723
N -3.44307 -1.21834 2.76635
C -4.36761 -0.93918 1.78138
O -5.54336 -0.89182 2.05292
C -3.80779 -0.72284 0.41858
C -4.23144 0.38121 -0.31586
C -3.65485 0.65238 -1.54333
C -2.68023 -0.19396 -2.03447
C -2.31334 -1.33938 -1.35468
C -2.88056 -1.60962 -0.12314
H -2.60197 -2.50488 0.41371
H -1.57582 -1.99166 -1.79589
S -1.80846 0.26945 -3.53382
O -2.74744 0.58130 -4.56872
O -0.82311 -0.74809 -3.79402
N -1.12848 1.68820 -3.00972
C -0.12764 1.54481 -1.97816
H -0.11419 0.48121 -1.72683
C 1.28475 1.98833 -2.36868
H 1.96729 1.59441 -1.61239
C 1.70354 1.49924 -3.75686
C 1.30663 2.47395 -4.86575
C -0.18942 2.48234 -5.16788
H -0.49143 1.50777 -5.55622
C -1.07276 2.78089 -3.95364
H -2.09786 2.93569 -4.29902
H -0.73892 3.67609 -3.42484
H -0.39311 3.23018 -5.93752
H 1.83673 2.20158 -5.78121
H 1.62799 3.48218 -4.58816
H 1.25428 0.52333 -3.94911
H 2.78947 1.38118 -3.77640
H 1.35349 3.07741 -2.33118
H -0.45849 2.09708 -1.08811
H -3.93681 1.51753 -2.12047
H -4.98125 1.03395 0.10295
H -3.84838 -1.51624 3.64669
S -1.14485 -2.51495 3.36475
C -1.64908 0.91820 1.47987
N -1.90121 1.94166 1.02501
C 1.27190 0.10378 1.53717
H 1.04196 1.16996 1.51677
H 1.43812 -0.22675 0.50814
C 1.87932 -2.74954 4.51814
H 1.83437 -1.83505 5.10368
H 1.10850 -3.42818 4.87669
H 2.84972 -3.21635 4.67366
C 1.71697 -3.79147 2.24591
H 1.56606 -3.60312 1.18653
H 2.68798 -4.26094 2.37727
H 0.94462 -4.46744 2.60418
C 2.42912 0.54106 3.72574
H 2.45567 1.61910 3.58777
H 1.49677 0.28644 4.22435
H 3.26089 0.25734 4.36780
*
```

This record from the Open Molecules 2025 dataset describes a molecular structure, C25H32NO2Yb at a distorted geometry. The level of theory is wB97M-V/def2-TZVPD.

## Properties
LUMO (spin up / spin down): 0.0067 / -0.0035 hartree
strongest force on any atom: 0.0802 Eh/bohr
molar mass: 551.6 g/mol
frontier orbital gap (spin up / spin down): 0.2901 / 0.2802 Eh
total energy: -63559.411 eV
E_HOMO (spin up / spin down): -7.7132 / -7.7198 eV

ORCA input file:
```
! wB97M-V def2-TZVPD RIJCOSX def2/J DEFGRID3
* xyz 0 2
C 2.32121 -0.07324 2.14145
C 2.43044 -0.83145 0.94225
C 2.27118 0.04562 -0.16032
H 2.67044 -1.89002 0.87400
C 2.07920 1.36383 0.35553
C 2.12244 1.28774 1.77281
H 2.02375 2.27571 -0.23191
C -1.23767 -2.11436 2.65610
C -0.01678 -2.61435 2.13461
C -0.12515 -2.67298 0.72084
H 0.85211 -2.91539 2.72387
C -1.40283 -2.16553 0.35579
C -2.09590 -1.82977 1.56194
H 2.39968 -0.21709 -1.20628
H 2.09332 2.13895 2.45283
H 2.43115 -0.45451 3.15254
H -3.13522 -1.49102 1.62144
H 0.60433 -3.08744 0.02669
H -1.49189 -1.99947 3.70949
Yb -0.19639 0.02061 1.06313
C -1.85490 -1.77698 -1.03830
C -3.38618 -1.95085 -1.09581
C -1.17979 -2.63575 -2.11352
H -3.63954 -2.97884 -0.78221
H -3.76880 -1.77663 -2.10797
H -3.89037 -1.24814 -0.41731
H -1.33936 -3.70513 -1.90428
H -0.09547 -2.45348 -2.17422
H -1.61368 -2.40327 -3.09458
C -1.40569 -0.27610 -1.20237
C -2.01567 0.54385 -2.33187
H -0.29480 -0.22556 -1.27003
H -1.81737 0.29245 -0.31725
O -3.24117 0.54014 -2.39689
N -1.22216 1.34244 -3.14259
C -0.07994 2.13524 -2.61119
H -1.81767 1.89428 -3.76153
C 1.23629 1.63040 -3.14763
C 2.42453 2.33181 -2.89683
H 2.37595 3.29500 -2.38048
C 3.65045 1.78202 -3.28431
H 4.57478 2.31004 -3.04715
C 3.68514 0.56177 -3.97203
H 4.64148 0.13286 -4.27216
C 2.49344 -0.09344 -4.29502
H 2.49113 -1.02621 -4.85832
C 1.26767 0.45311 -3.89722
H 0.31962 -0.02565 -4.15597
H -0.07800 2.14061 -1.49987
H -0.21618 3.18722 -2.91277
C 0.06490 2.12809 4.76960
C -0.76721 1.02750 4.13129
C -2.19750 0.92246 4.63897
O -0.78035 1.16678 2.73318
H -0.33283 3.11653 4.50992
H 1.09201 2.08307 4.40155
H 0.08712 2.02707 5.86222
H -0.27204 0.07110 4.40521
H -2.74825 1.84173 4.41035
H -2.71556 0.10033 4.13238
H -2.23146 0.74228 5.72026
*
```

This record from the Open Molecules 2025 dataset describes a molecular structure, C25H32O20P at a distorted geometry. The level of theory is wB97M-V/def2-TZVPD.

## Properties
LUMO: -0.1055 hartree
strongest force on any atom: 0.0468 Eh/bohr
molar mass: 683.5 g/mol
frontier orbital gap: 0.3333 Eh
total energy: -76675.786 eV
E_HOMO: -11.9397 eV

ORCA input file:
```
! wB97M-V def2-TZVPD RIJCOSX def2/J DEFGRID3
* xyz 1 1
O -1.55726 5.34292 -3.56570
C -0.63665 4.74292 -4.01149
O -0.00391 5.22547 -5.20555
P -0.90369 4.88190 -6.49599
C -0.13159 3.49639 -3.40049
C -0.69723 3.00874 -2.22954
C -0.22862 1.82032 -1.69694
C 0.81360 1.13299 -2.30434
C 1.37852 1.64542 -3.46210
C 0.92301 2.82707 -4.02894
H -2.04971 4.17018 -6.10328
H -0.17121 4.10462 -7.37014
H -1.33008 6.10139 -6.96571
H -1.49531 3.53981 -1.72815
H -0.70088 1.45786 -0.79837
H 1.17500 0.19650 -1.90008
H 2.20125 1.15096 -3.96663
H 1.37926 3.22596 -4.92433
C -1.09989 -1.79106 1.22665
C -0.37014 -1.79122 2.54251
O 0.63081 -0.77258 2.34574
C 0.18590 0.05666 1.38715
O 0.69251 1.09749 1.09492
O -0.92682 -0.43399 0.77947
H -2.15330 -2.03837 1.33113
H -0.64948 -2.46118 0.49277
H -1.00728 -1.50101 3.37090
H 0.09306 -2.74796 2.76880
C 5.38680 -2.60371 2.34519
C 4.39839 -1.79647 1.53463
O 3.17457 -2.51051 1.74428
C 3.28551 -3.19030 2.90353
O 2.37964 -3.74339 3.44630
O 4.55440 -3.15882 3.37157
H 6.17924 -1.99706 2.77530
H 5.83409 -3.41864 1.77403
H 4.28009 -0.77809 1.90848
H 4.64794 -1.75825 0.47750
C -1.90799 4.09506 -11.69969
C -3.03978 5.01687 -11.31113
O -2.74991 5.26727 -9.91837
C -1.45251 5.06075 -9.73806
O -0.86316 5.35527 -8.71049
O -0.86731 4.50291 -10.78474
H -1.59082 4.21748 -12.73064
H -2.13640 3.04433 -11.52198
H -3.01894 5.96502 -11.84743
H -4.01969 4.56520 -11.43138
C 4.74467 -4.74818 6.07793
C 3.27008 -5.06872 5.98688
O 3.18275 -6.31110 6.69339
C 4.23871 -6.38552 7.54436
O 4.36748 -7.20899 8.38818
O 5.12678 -5.38703 7.29895
H 4.94460 -3.68109 6.12127
H 5.31800 -5.18252 5.25728
H 2.64933 -4.32814 6.49691
H 2.92389 -5.17644 4.96929
C -1.50101 -3.02246 7.44788
C -0.25882 -3.47111 6.71229
O -0.76822 -3.77365 5.40919
C -1.90900 -3.06987 5.23634
O -2.48488 -2.97402 4.19668
O -2.30786 -2.49136 6.38926
H -1.29884 -2.26366 8.19903
H -2.03476 -3.85108 7.91515
H 0.48640 -2.67780 6.62379
H 0.20667 -4.34594 7.15944
C -3.67053 1.52125 0.49301
C -4.08897 1.80636 1.91722
O -5.37702 2.40074 1.74547
C -5.87544 1.98435 0.55259
O -6.98822 2.16366 0.18647
O -4.92178 1.33368 -0.16822
H -3.04812 0.63492 0.40576
H -3.15222 2.36684 0.03296
H -4.19462 0.89693 2.51248
H -3.41308 2.48682 2.42962
*
```

This record from the Open Molecules 2025 dataset describes a molecular structure, C25H33AlF4N3O3S at a distorted geometry. The level of theory is wB97M-V/def2-TZVPD.

## Properties
LUMO: 0.0857 hartree
strongest force on any atom: 0.1123 Eh/bohr
molar mass: 558.6 g/mol
frontier orbital gap: 0.2749 Eh
total energy: -65361.466 eV
E_HOMO: -5.1476 eV

ORCA input file:
```
! wB97M-V def2-TZVPD RIJCOSX def2/J DEFGRID3
* xyz -1 1
O 1.90240 -1.31113 2.29837
O 1.39470 -2.35279 1.69422
C -0.03665 -2.08026 1.49046
Al -0.52963 -1.41602 -0.39698
C -1.56601 0.34113 -0.19041
C -3.20642 0.17006 -0.46745
C -4.05599 1.46158 0.17066
S -4.09941 2.84410 -1.12522
C 1.12510 -1.27060 -1.65954
O 2.34838 -1.05355 -0.88531
C 2.82632 0.32826 -0.91082
C 4.42336 0.55743 -0.46892
C 5.16197 2.02031 -0.38815
C 4.27373 3.35967 -0.77858
C 2.68010 3.20478 -1.24000
C 1.98657 1.68329 -1.27129
C -1.72239 -2.91587 -1.22468
F -2.95096 -3.18688 -0.43553
F -0.89327 -4.17311 -1.12898
C -2.00237 -2.67735 -2.82662
F -0.92412 -3.43289 -3.56752
F -1.93675 -1.25771 -3.25307
H 1.74888 -0.48969 1.74113
H -0.60393 -3.10524 1.69838
H -0.48836 -1.31256 2.27267
H -1.49631 0.65342 0.96021
H -1.14827 1.23429 -0.83910
H -3.65590 -0.78025 0.07575
H -3.36407 0.15955 -1.63148
H -5.15524 1.09974 0.45710
H -3.44248 1.80458 1.12096
H -5.38232 3.44637 -0.99785
H 0.95642 -0.55039 -2.56445
H 1.22178 -2.36248 -2.13388
H 5.08629 -0.38530 -0.15775
H 6.29888 2.11326 -0.03618
H 4.80178 4.42269 -0.70824
H 2.05504 4.16760 -1.54020
H 0.86256 1.60337 -1.59081
H -3.02390 -3.20616 -3.11993
N -0.39848 -6.70772 -3.20147
C -1.34017 -7.43997 -3.87642
C -0.69179 -8.18861 -4.83315
C 0.69026 -7.90219 -4.72755
C 0.84325 -6.98705 -3.71018
H -0.58974 -6.06287 -2.44567
H -2.38837 -7.36464 -3.61988
H -1.16315 -8.86855 -5.53089
H 1.48808 -8.31915 -5.32847
H 1.72694 -6.51100 -3.30664
N 2.29804 4.68081 2.85471
C 1.39800 4.53452 1.83145
C 1.19152 5.77296 1.26591
C 2.00001 6.69770 1.96908
C 2.67471 5.99575 2.94272
H 2.63266 3.93505 3.45096
H 0.98143 3.56459 1.59498
H 0.53096 5.98701 0.43575
H 2.08178 7.76108 1.78462
H 3.38770 6.31877 3.68949
N -1.63373 2.38902 3.10885
C -0.84057 2.97250 4.06226
C -1.20266 2.46100 5.28841
C -2.24698 1.53193 5.06599
C -2.49096 1.50519 3.71111
H -1.59236 2.57999 2.11616
H -0.08950 3.70094 3.78749
H -0.76142 2.72726 6.24011
H -2.76482 0.94506 5.81358
H -3.20019 0.93538 3.12572
*
```

Question: What is the total energy in the third record?
Answer: -60218.280 eV

Question: Which formula does entry 3 have?
Answer: C25H32N4O3S2

Question: Which formula does entry 5 have?
Answer: C25H32O20P